Entry 1:
Entry from OMol25: one molecule with the formula C3H5N3O (ωB97M-V with the def2-TZVPD basis set).

Summary:
F_max = 0.649 eV/Å
HOMO-LUMO gap = 8.96 eV
HOMO = -8.38 eV

Each line ends with the Löwdin charge.
Element x y z (Å)
N 2.27 -0.78 0.20  0.0578
C 1.11 -0.15 0.30  -0.1773
C -0.83 1.88 -0.71  0.0531
N -1.48 1.00 0.04  -0.0364
C -1.13 -0.37 0.19  -0.5323
O -1.88 -1.12 0.76  0.1080
N 0.09 -0.75 -0.37  0.0417
H 2.47 -1.60 -0.37  0.1004
H 3.04 -0.39 0.72  0.0846
H -1.42 2.82 -0.61  0.0084
H -2.34 1.17 0.57  0.1421
H 0.11 -1.72 -0.72  0.1499

=====

Entry 2:
Entry from OMol25: C44H99BrNbO18P2 as an isolated structure (ωB97M-V with the def2-TZVPD basis set).

Summary:
F_max = 4.078 eV/Å
HOMO-LUMO gap = 5.61 eV
HOMO = -4.33 eV
total charge = -1

Each line ends with the Löwdin charge.
Element x y z (Å)
C 4.30 -0.93 -2.68  -0.0414
C 4.75 -1.11 -1.39  -0.3482
Nb 3.80 -0.37 0.49  1.3509
C 3.48 -2.48 1.35  -0.3790
C 4.17 -3.65 0.53  -0.3612
C 5.72 -3.85 0.84  -0.1674
C 1.73 -0.51 -0.41  -0.3358
C 0.89 0.82 -0.55  -0.2946
C 1.06 1.38 -2.04  -0.2599
C 0.92 2.96 -2.13  -0.1018
C 3.11 0.48 2.47  -0.3133
C 1.60 0.56 2.74  -0.2829
C 0.63 -0.51 2.72  -0.0549
C -0.84 -0.27 3.02  -0.0764
C -1.30 1.05 3.39  -0.1150
C -0.31 2.14 3.47  -0.0970
C 1.07 1.89 3.13  -0.0508
P 6.17 -0.48 1.55  0.3338
O 6.38 0.73 2.73  -0.5065
Br 7.79 -0.05 -0.03  0.0742
P 4.19 2.07 -0.35  0.4721
O 3.19 3.07 0.18  -0.4053
O 5.71 2.64 0.22  -0.3303
O 4.28 2.21 -2.03  -0.2761
H 3.71 -1.79 -3.13  0.0790
H 4.44 -0.02 -3.30  0.0614
H 5.70 -1.72 -1.28  0.0313
H 2.39 -2.73 1.43  0.0171
H 3.90 -2.51 2.40  0.0343
H 3.70 -4.62 0.91  0.0846
H 3.94 -3.65 -0.57  0.0770
H 5.98 -4.93 0.66  0.0630
H 6.37 -3.26 0.15  0.0295
H 5.92 -3.56 1.90  0.0463
H 1.84 -0.92 -1.46  0.0312
H 1.17 -1.32 0.13  0.0316
H -0.20 0.51 -0.50  0.0961
H 1.02 1.59 0.24  0.0675
H 2.00 0.98 -2.50  0.0691
H 0.21 0.94 -2.65  0.0869
H 0.24 3.17 -3.00  0.0496
H 0.51 3.38 -1.18  0.0814
H 1.93 3.39 -2.35  0.0388
H 3.56 1.50 2.59  0.0287
H 3.59 -0.15 3.28  0.0625
H 0.95 -1.54 2.45  0.0741
H -1.52 -1.15 2.94  0.0874
H -2.39 1.20 3.60  0.0827
H -0.64 3.15 3.78  0.0862
H 1.76 2.77 3.21  0.1045
H 5.79 1.48 2.58  -0.0144
H 5.47 3.16 1.01  0.0426
H 5.18 1.96 -2.31  0.0573
C 0.76 -6.44 5.66  -0.1149
O 0.57 -5.27 6.44  -0.1971
C 0.91 -4.08 5.73  -0.1837
C -0.33 -3.36 5.24  -0.1865
O -1.00 -4.11 4.22  -0.1885
C -2.14 -4.80 4.71  -0.1056
H 0.29 -7.28 6.17  0.0837
H 0.31 -6.34 4.66  0.0833
H 1.83 -6.65 5.55  0.0870
H 1.59 -4.30 4.91  0.1271
H 1.43 -3.43 6.44  0.1226
H -0.04 -2.41 4.77  0.1075
H -1.02 -3.14 6.06  0.1062
H -2.95 -4.08 4.88  0.0866
H -1.92 -5.34 5.63  0.0858
H -2.46 -5.51 3.95  0.0694
C 3.65 5.49 -3.52  -0.1216
O 3.71 5.77 -2.13  -0.1785
C 4.92 5.32 -1.54  -0.2114
C 5.89 6.47 -1.31  -0.1879
O 6.36 7.01 -2.55  -0.1945
C 5.71 8.22 -2.90  -0.1259
H 2.81 6.05 -3.94  0.0845
H 4.56 5.80 -4.04  0.0814
H 3.48 4.43 -3.68  0.0748
H 5.38 4.54 -2.14  0.1142
H 4.66 4.89 -0.57  0.0920
H 6.76 6.10 -0.77  0.1237
H 5.43 7.26 -0.70  0.1233
H 6.07 9.03 -2.26  0.0826
H 4.63 8.13 -2.81  0.0825
H 5.96 8.45 -3.94  0.0827
C -1.14 -10.18 1.10  -0.1100
O -2.33 -10.49 1.80  -0.1940
C -2.28 -10.10 3.17  -0.2026
C -3.05 -8.82 3.41  -0.2005
O -2.42 -7.71 2.78  -0.2126
C -3.07 -7.34 1.57  -0.1070
H -1.33 -10.31 0.03  0.0883
H -0.82 -9.15 1.28  0.0850
H -0.34 -10.87 1.39  0.0872
H -1.24 -10.01 3.50  0.1251
H -2.75 -10.91 3.75  0.1227
H -3.05 -8.61 4.49  0.1243
H -4.09 -8.91 3.08  0.1260
H -4.01 -6.83 1.80  0.0890
H -3.26 -8.20 0.93  0.0835
H -2.42 -6.64 1.04  0.0943
C 3.32 6.15 -7.14  -0.1134
O 2.69 5.02 -6.57  -0.2015
C 1.36 4.83 -7.06  -0.1939
C 1.32 3.72 -8.10  -0.1966
O 2.01 4.08 -9.28  -0.1957
C 3.30 3.49 -9.36  -0.1152
H 4.38 6.12 -6.89  0.0890
H 3.22 6.16 -8.23  0.0819
H 2.89 7.07 -6.73  0.0884
H 0.96 5.76 -7.47  0.1255
H 0.74 4.54 -6.21  0.1251
H 0.27 3.54 -8.38  0.1221
H 1.71 2.78 -7.68  0.1279
H 3.20 2.42 -9.60  0.0865
H 3.86 3.61 -8.44  0.0842
H 3.85 3.97 -10.17  0.0864
C -1.28 1.21 10.07  -0.1119
O -2.25 0.18 10.12  -0.1952
C -2.71 -0.20 8.82  -0.1994
C -2.07 -1.51 8.37  -0.2046
O -0.67 -1.35 8.15  -0.1985
C 0.11 -1.86 9.22  -0.1077
H -0.83 1.30 11.06  0.0868
H -0.49 0.98 9.35  0.0855
H -1.75 2.16 9.81  0.0870
H -2.52 0.59 8.09  0.1274
H -3.79 -0.35 8.89  0.1225
H -2.51 -1.81 7.42  0.1160
H -2.26 -2.31 9.10  0.1277
H 0.10 -2.96 9.20  0.0887
H -0.25 -1.51 10.19  0.0824
H 1.13 -1.52 9.09  0.0911
C -4.89 1.62 -5.66  -0.1166
O -4.84 1.88 -4.26  -0.2119
C -3.63 1.41 -3.67  -0.1866
C -2.65 2.55 -3.43  -0.1920
O -2.18 3.10 -4.66  -0.1995
C -2.82 4.32 -4.99  -0.1141
H -5.73 2.18 -6.08  0.0874
H -3.97 1.93 -6.16  0.0837
H -5.06 0.55 -5.83  0.0854
H -3.17 0.63 -4.28  0.1279
H -3.89 0.97 -2.71  0.1271
H -1.78 2.16 -2.89  0.1025
H -3.11 3.33 -2.81  0.1317
H -2.45 5.12 -4.35  0.0904
H -3.91 4.24 -4.91  0.0814
H -2.57 4.56 -6.03  0.0840
C -11.18 1.00 -3.38  -0.1176
O -10.09 1.77 -3.88  -0.1932
C -9.08 1.99 -2.90  -0.1953
C -7.89 1.07 -3.11  -0.1958
O -8.24 -0.29 -2.86  -0.1877
C -8.44 -1.02 -4.06  -0.1126
H -11.79 0.70 -4.23  0.0867
H -10.83 0.11 -2.86  0.0832
H -11.79 1.61 -2.71  0.0860
H -9.49 1.88 -1.89  0.1248
H -8.75 3.03 -3.01  0.1249
H -7.11 1.34 -2.39  0.1254
H -7.48 1.19 -4.11  0.1125
H -7.48 -1.22 -4.54  0.0854
H -9.10 -0.49 -4.75  0.0832
H -8.91 -1.97 -3.80  0.0871

=====

Entry 3:
Entry from OMol25: a 3-piece molecular cluster, C4H10O2S overall (ωB97M-V with the def2-TZVPD basis set).

Summary:
F_max = 3.701 eV/Å
HOMO-LUMO gap = 5.38 eV
HOMO = -8.25 eV

Each line ends with the Löwdin charge.
Element x y z (Å)
O 0.31 2.01 -0.14  -0.0615
C -2.05 0.73 0.88  0.1236
C -1.65 -0.42 0.20  -0.1368
C -0.51 -1.18 0.41  -0.1024
C 0.68 -0.87 1.17  -0.6097
S 2.18 -1.39 0.12  0.5153
H -3.09 1.00 0.86  0.0829
H -1.42 1.14 1.65  0.0884
H -2.40 -0.75 -0.49  0.1077
H 2.00 -0.30 -1.82  -0.1219
H -0.53 -2.18 -0.02  0.1072
H 0.81 0.15 1.53  0.0639
H 0.79 -1.53 2.04  0.0756
H 2.40 0.22 -3.27  0.0252
H -0.41 1.39 0.02  -0.0463
H 0.94 1.54 -0.71  0.0131
O 1.95 0.44 -2.45  -0.1244